The following is a quantum chemistry calculation of C15H27NO in the gas phase, from the OMol25 dataset.

Element x y z (Å)
C  -6.5417  1.4795  3.8803
C  -6.3910  1.7178  2.7174
C  -6.1747  2.0064  1.3148
C  -4.6796  2.0804  0.9864
C  -4.4516  2.3771  -0.4938
C  -2.9780  2.5726  -0.8508
C  -2.1483  1.2965  -0.7254
C  -0.7128  1.5074  -1.2012
C  0.1210  0.2341  -1.0804
C  1.5576  0.4481  -1.5664
C  2.3427  -0.8485  -1.4628
O  2.5231  -1.5945  -2.4014
N  2.7844  -1.1192  -0.2128
H  2.6422  -0.4421  0.5195
C  3.5664  -2.2904  0.1087
C  4.9902  -1.9203  0.5270
C  5.8175  -3.1350  0.9462
C  6.1148  -4.0814  -0.2108
H  6.6011  -3.5465  -1.0232
H  5.2029  -4.5308  -0.5935
H  6.7753  -4.8806  0.1178
H  5.2886  -3.6766  1.7340
H  6.7621  -2.7814  1.3660
H  4.9387  -1.2197  1.3658
H  5.4824  -1.4117  -0.3044
H  3.0743  -2.8478  0.9141
H  3.5760  -2.9016  -0.7950
H  1.5446  0.7528  -2.6132
H  2.0396  1.2316  -0.9777
H  0.1306  -0.0964  -0.0384
H  -0.3369  -0.5591  -1.6746
H  -0.2499  2.3020  -0.6102
H  -0.7213  1.8341  -2.2433
H  -2.1327  0.9656  0.3146
H  -2.6110  0.5055  -1.3201
H  -2.5510  3.3467  -0.2085
H  -2.9145  2.9294  -1.8820
H  -4.8620  1.5620  -1.0953
H  -4.9964  3.2879  -0.7572
H  -4.2136  1.1312  1.2558
H  -4.2181  2.8638  1.5923
H  -6.6566  2.9579  1.0698
H  -6.6466  1.2227  0.7143
H  -6.6880  1.2705  4.8976

Summary:
**Calculated total energy**: -717.71096 Ha
**SMILES**: C#CCCCCCCCCC(=O)NCCCC
**LUMO energy**: 0.031 hartree
**Orbital gap**: 10.33 eV
**HOMO**: -9.50 eV
**Energy above the lowest of the compared OMol25 structures with the same formula, charge and spin**: 11.5 kJ/mol